Record 1
Entry from the OMol25 dataset: a 2-piece molecular cluster, CH4N5O overall in a non-equilibrium geometry (the ωB97M-V functional and the def2-TZVPD basis).

Its gap between HOMO and LUMO (alpha / beta) is 6.450 / 8.444 eV. The energy above the lowest of the compared OMol25 structures with the same formula, charge and spin is 21.5 kcal/mol. For the maximum force, the calculation gives 0.159 Eh/bohr. The calculation puts the HOMO energy (alpha / beta) at -0.4403 / -0.6028 Ha.

ORCA input file:
```
! wB97M-V def2-TZVPD RIJCOSX def2/J DEFGRID3
* xyz 1 3
C -2.393 -0.029 -0.030
N 1.952 -1.056 -0.311
N 0.880 -0.829 -0.081
N 2.411 1.514 0.094
N 2.985 0.570 0.066
N -0.142 -0.233 -0.221
O -1.143 -0.130 0.640
H -2.489 0.677 -0.862
H -3.011 0.322 0.688
H -2.875 -0.930 -0.186
H 3.824 0.125 0.201
*
```

***

Record 2
Entry from the OMol25 dataset: a 2-piece molecular cluster, C5H14 overall in a non-equilibrium geometry (the ωB97M-V functional and the def2-TZVPD basis).

Its gap between HOMO and LUMO is 12.542 eV. The energy above the lowest of the compared OMol25 structures with the same formula, charge and spin is 6.0 kcal/mol. For the maximum force, the calculation gives 0.026 Eh/bohr. The calculation puts the HOMO energy at -0.4189 Ha.

ORCA input file:
```
! wB97M-V def2-TZVPD RIJCOSX def2/J DEFGRID3
* xyz 0 1
C 2.434 1.672 -0.788
C 0.938 1.460 -0.656
C 0.464 0.281 -1.495
H 2.997 0.754 -0.649
H 2.761 2.485 -0.137
H 2.635 2.127 -1.755
H 0.627 1.289 0.376
H 0.346 2.302 -0.996
H -0.610 0.110 -1.375
H 0.732 0.463 -2.539
H 0.899 -0.665 -1.148
C -1.282 -1.601 1.900
C -2.493 -1.618 0.960
H -0.479 -2.023 1.296
H -0.978 -0.600 2.211
H -1.509 -2.215 2.775
H -2.269 -1.062 0.040
H -3.430 -1.265 1.378
H -2.652 -2.600 0.501
*
```

***

Record 3
Entry from the OMol25 dataset: C43H59Br2CsGeN3O7S2Si as an isolated structure in a non-equilibrium geometry (the ωB97M-V functional and the def2-TZVPD basis).

Its gap between HOMO and LUMO (alpha / beta) is 5.712 / 5.090 eV. The energy above the lowest of the compared OMol25 structures with the same formula, charge and spin is 21.7 kcal/mol. For the maximum force, the calculation gives 0.027 Eh/bohr. The calculation puts the HOMO energy (alpha / beta) at -0.0786 / -0.0786 Ha.

ORCA input file:
```
! wB97M-V def2-TZVPD RIJCOSX def2/J DEFGRID3
* xyz -2 2
Cs 0.885 -0.532 -0.511
Br -0.500 2.680 2.194
C 1.326 2.420 1.631
Br 2.662 3.382 2.623
H 1.369 2.756 0.620
H 1.565 1.373 1.755
C -2.850 1.085 -3.666
C -2.673 2.091 -2.547
C -3.278 1.581 -1.264
C -3.311 3.394 -2.930
O -1.298 2.246 -2.242
Si -0.037 3.044 -2.922
S 1.705 2.559 -1.907
O -0.140 2.625 -4.513
C 0.507 2.988 -5.721
C 0.243 1.829 -6.666
C 1.987 3.225 -5.519
C -0.197 4.241 -6.286
O -0.337 4.703 -3.005
C 0.000 5.795 -2.176
C 1.456 6.199 -2.325
C -0.916 6.882 -2.680
C -0.250 5.506 -0.723
H -3.913 0.968 -3.917
H -2.432 0.106 -3.400
H -2.300 1.426 -4.546
H -4.324 1.334 -1.364
H -3.157 2.345 -0.476
H -2.757 0.669 -0.916
H -4.402 3.297 -3.042
H -2.898 3.765 -3.883
H -3.132 4.153 -2.154
H 0.690 0.915 -6.256
H 0.634 1.997 -7.683
H -0.832 1.639 -6.778
H 2.443 2.335 -5.082
H 2.167 4.014 -4.778
H 2.469 3.507 -6.480
H -1.265 4.027 -6.379
H 0.210 4.554 -7.254
H -0.063 5.069 -5.563
H 1.699 6.445 -3.367
H 2.129 5.402 -2.021
H 1.656 7.087 -1.718
H -0.653 7.050 -3.729
H -0.760 7.825 -2.118
H -1.949 6.568 -2.594
H 0.404 4.683 -0.378
H -1.295 5.183 -0.534
H -0.071 6.421 -0.151
O -0.652 -1.295 -3.050
N -0.355 -2.416 -3.664
C -1.135 -3.492 -3.427
C -0.790 -4.755 -3.835
C 0.309 -4.902 -4.691
C 1.017 -3.787 -5.076
C 0.806 -2.511 -4.465
S 1.987 -1.329 -4.471
H -1.952 -3.341 -2.733
H -1.368 -5.596 -3.503
H 0.678 -5.873 -5.017
H 1.892 -3.840 -5.712
C -2.088 -3.002 0.578
Ge -1.837 -1.682 2.042
C -3.585 -0.945 2.755
C -4.402 -1.574 3.718
C -5.561 -0.963 4.207
C -5.903 0.321 3.831
C -5.087 1.022 2.938
C -3.984 0.353 2.388
C -0.983 -2.389 3.699
C -0.747 -3.718 3.880
C -0.058 -4.231 5.029
C 0.390 -3.404 6.011
C 0.135 -2.007 5.889
C 0.635 -1.113 6.866
C 0.634 0.251 6.677
C 0.062 0.763 5.495
C -0.505 -0.079 4.579
C -0.496 -1.485 4.728
H -2.989 -3.523 0.877
H -1.236 -3.697 0.408
H -2.279 -2.497 -0.356
H -4.111 -2.541 4.106
H -6.172 -1.497 4.931
H -6.795 0.799 4.235
H -5.318 2.034 2.641
H -3.413 0.908 1.650
H -1.055 -4.427 3.124
H 0.149 -5.303 5.109
H 0.991 -3.800 6.837
H 1.088 -1.515 7.760
H 1.084 0.922 7.395
H 0.130 1.806 5.218
H -0.879 0.378 3.642
C 5.199 -2.010 1.624
C 4.664 -3.415 1.521
C 3.572 -3.863 2.484
C 3.563 -5.367 2.307
C 2.386 -6.173 2.866
C 4.011 -3.466 3.860
O 4.689 -4.212 4.553
N 3.698 -2.221 4.262
C 2.796 -1.380 3.600
O 2.739 -0.236 4.057
N 2.050 -1.867 2.571
C 2.291 -3.111 2.084
O 1.658 -3.634 1.180
H 5.892 -1.799 0.802
H 5.723 -1.786 2.556
H 4.370 -1.306 1.580
H 5.493 -4.129 1.608
H 4.288 -3.627 0.508
H 4.493 -5.696 2.738
H 3.607 -5.545 1.235
H 2.077 -5.831 3.849
H 2.660 -7.230 2.937
H 1.540 -6.078 2.179
H 4.070 -1.901 5.139
*
```

***

Record 4
Entry from the OMol25 dataset: C29H33IIrN6OS as an isolated structure (the ωB97M-V functional and the def2-TZVPD basis).

Its gap between HOMO and LUMO (alpha / beta) is 7.255 / 4.402 eV. The energy above the lowest of the compared OMol25 structures with the same formula, charge and spin is 0.0 kcal/mol. For the maximum force, the calculation gives 0.014 Eh/bohr. The calculation puts the HOMO energy (alpha / beta) at -0.6819 / -0.7217 Ha.

ORCA input file:
```
! wB97M-V def2-TZVPD RIJCOSX def2/J DEFGRID3
* xyz 4 6
Ir -0.303 -0.041 -0.023
C 1.555 2.626 1.326
C 1.862 2.849 -0.179
C 0.628 3.167 -0.921
C 0.460 4.498 -1.501
C -0.684 4.820 -2.200
C -1.639 3.832 -2.332
C -1.413 2.539 -1.719
N -0.330 2.229 -1.024
N 1.061 1.286 1.705
C 2.168 0.338 1.901
C 2.763 -0.141 0.612
C 4.129 -0.320 0.485
C 4.647 -0.784 -0.716
C 3.771 -1.058 -1.756
C 2.419 -0.866 -1.549
N 1.909 -0.421 -0.389
C 0.291 1.404 2.951
C -0.539 0.192 3.255
C -0.995 -0.019 4.549
C -1.875 -1.056 4.796
C -2.250 -1.879 3.740
C -1.716 -1.630 2.495
N -0.883 -0.605 2.241
H 0.816 3.366 1.633
H 2.469 2.852 1.884
H 2.343 1.972 -0.615
H 2.555 3.684 -0.267
H 1.258 5.223 -1.382
H -0.826 5.806 -2.623
H -2.560 4.009 -2.878
H -2.162 1.761 -1.808
H 1.781 -0.521 2.454
H 2.950 0.787 2.521
H 4.786 -0.099 1.317
H 5.714 -0.919 -0.842
H 4.129 -1.417 -2.711
H 1.715 -1.066 -2.340
H -0.386 2.256 2.865
H 0.950 1.620 3.799
H -0.665 0.628 5.352
H -2.263 -1.226 5.792
H -2.937 -2.701 3.884
H -1.961 -2.273 1.659
S -5.035 0.030 0.654
C -4.324 1.515 1.086
C -3.005 1.511 0.773
N -2.554 0.341 0.194
C -3.537 -0.519 0.084
H -4.896 2.306 1.549
H -2.324 2.334 0.939
H -3.419 -1.510 -0.326
I -2.237 -3.617 -2.367
C -0.847 -3.913 -0.892
C -0.578 -5.287 -0.651
C 0.326 -5.615 0.347
C 0.913 -4.578 1.038
C 0.578 -3.237 0.708
N -0.284 -2.884 -0.233
H -1.074 -6.058 -1.227
H 0.558 -6.650 0.566
H 1.631 -4.771 1.827
H 1.048 -2.420 1.241
C -0.097 -0.353 -5.104
C -0.786 0.288 -3.924
O -0.507 -0.412 -2.675
H -0.209 0.274 -5.989
H -0.538 -1.321 -5.349
H 0.971 -0.492 -4.921
H -1.866 0.313 -4.076
H -0.447 1.318 -3.795
H -0.200 -1.293 -2.918
*
```

***

Record 5
Entry from the OMol25 dataset: one molecule with the formula C2H5NO3S in a non-equilibrium geometry (the ωB97M-V functional and the def2-TZVPD basis).

Its gap between HOMO and LUMO is 11.862 eV. The energy above the lowest of the compared OMol25 structures with the same formula, charge and spin is 50.1 kcal/mol. For the maximum force, the calculation gives 0.063 Eh/bohr. The calculation puts the HOMO energy at -0.4141 Ha.

ORCA input file:
```
! wB97M-V def2-TZVPD RIJCOSX def2/J DEFGRID3
* xyz 0 1
H 0.139 1.087 -1.903
N 0.584 0.308 -2.455
C 1.001 -0.541 -1.596
O 0.943 -0.410 -0.186
S -0.365 0.409 0.203
C -0.531 -0.174 1.833
O -0.129 1.807 0.285
O -1.481 -0.081 -0.576
H 1.491 -1.455 -1.889
H -1.523 0.096 2.249
H -0.470 -1.225 1.626
H 0.343 0.179 2.409
*
```

***

Record 6
Entry from the OMol25 dataset: CHBrINO2 as an isolated structure in a non-equilibrium geometry (the ωB97M-V functional and the def2-TZVPD basis).

Its gap between HOMO and LUMO is 9.292 eV. The energy above the lowest of the compared OMol25 structures with the same formula, charge and spin is 5.2 kcal/mol. For the maximum force, the calculation gives 0.035 Eh/bohr. The calculation puts the HOMO energy at -0.3652 Ha.

ORCA input file:
```
! wB97M-V def2-TZVPD RIJCOSX def2/J DEFGRID3
* xyz 0 1
C -0.065 -0.091 0.581
N 0.329 0.140 -0.801
O -0.038 1.214 -1.201
O 0.996 -0.675 -1.382
Br -0.027 -1.951 0.889
I -1.949 0.787 0.953
H 0.752 0.576 0.961
*
```

***

Which formula does entry 3 have? C43H59Br2CsGeN3O7S2Si

***

Number 3 is which compound? C43H59Br2CsGeN3O7S2Si

***

maximum force of number 5 (C2H5NO3S)? 0.063 Eh/bohr